[1]
A 11-piece molecular cluster, C44H105F3O12 overall in a non-equilibrium geometry. Source: OMol25; level of theory: ωB97M-V/def2-TZVPD.

CARTESIAN COORDINATES (ANGSTROEM)
C 13.9978 18.6646 13.3994
C 12.5005 18.5188 13.4409
O 12.1214 17.8483 14.6763
C 10.8448 17.5017 14.7960
O 9.9985 17.5514 13.9628
C 10.5601 16.6834 16.1690
F 11.2913 17.0477 17.1875
F 9.2655 16.7573 16.4146
F 10.8645 15.3738 15.8449
H 14.2887 19.4932 12.7528
H 14.5827 17.7906 13.1010
H 14.3522 18.8741 14.4408
H 12.1096 17.8813 12.6917
H 11.8935 19.4299 13.4752
C 8.5014 20.5083 15.8430
C 9.7697 20.9364 16.5739
O 10.7724 20.0178 16.1192
C 12.0924 20.1448 16.6555
C 12.7087 21.4802 16.2372
H 7.6107 21.0622 16.2170
H 8.6576 20.6057 14.7492
H 8.3212 19.4680 16.1620
H 9.9729 22.0324 16.4146
H 9.6284 20.7031 17.6326
H 12.0280 19.9495 17.8037
H 12.5598 19.3075 16.1476
H 12.5831 21.8133 15.2107
H 13.8588 21.4959 16.3624
H 12.2087 22.2300 16.7748
C 14.6080 22.6030 13.2992
C 15.4361 23.8118 13.3022
O 16.7884 23.4345 13.1376
C 17.6861 24.4671 13.6126
C 19.0115 24.3692 12.9136
H 13.5412 22.7843 13.5668
H 14.6290 22.0403 12.3708
H 14.9959 21.9258 14.0736
H 15.1658 24.5556 12.5207
H 15.2630 24.4038 14.2029
H 17.2512 25.4669 13.4667
H 17.8013 24.3816 14.7170
H 19.6328 23.6189 13.4008
H 19.5421 25.3538 12.9445
H 18.8506 24.1059 11.8565
C 17.6322 11.6864 11.2178
C 16.2884 12.3505 11.0543
O 16.0225 13.2457 12.0967
C 14.6815 13.6960 12.1611
C 14.5741 14.7144 13.2337
H 18.3821 12.3637 10.8734
H 17.7839 11.4200 12.2962
H 17.7242 10.8429 10.4934
H 16.1935 12.7647 10.0358
H 15.5086 11.5697 11.0855
H 14.4349 14.1201 11.1958
H 14.0321 12.7864 12.2575
H 14.9329 14.2722 14.1922
H 13.5485 15.0485 13.2798
H 15.2733 15.5627 12.9560
C 15.3051 19.9586 19.0599
C 15.1449 18.6075 19.7382
O 14.7518 18.6716 21.1058
C 13.3746 18.3467 21.3619
C 12.3707 19.3907 20.8487
H 16.0895 19.7508 18.3680
H 14.4013 20.3579 18.5440
H 15.6632 20.7021 19.7180
H 14.3658 18.0775 19.2046
H 16.1194 18.1133 19.6880
H 13.1087 17.3933 20.9439
H 13.2732 18.3829 22.5037
H 12.3913 19.4121 19.7501
H 12.7499 20.3360 21.2476
H 11.3928 19.1355 21.2542
C 14.8419 24.3598 16.9838
C 16.1535 23.7414 17.5415
O 16.5900 22.8042 16.5433
C 17.8248 22.2051 16.8790
C 18.1954 21.1416 15.9277
H 14.3385 25.0519 17.7744
H 15.0274 24.9845 16.1049
H 14.1135 23.5331 16.9039
H 16.9905 24.4234 17.7933
H 15.9849 23.1592 18.4585
H 18.6304 22.9604 16.9619
H 17.7534 21.8624 17.8947
H 19.0908 20.5851 16.2010
H 18.4408 21.5850 14.9988
H 17.3669 20.4371 15.7439
C 8.3878 16.1346 19.7524
C 9.8790 15.7316 19.8741
O 10.0732 14.7038 18.9146
C 11.3425 14.0585 18.9329
C 11.2916 12.9155 17.9438
H 8.0884 16.7211 20.6313
H 8.2484 16.6678 18.8249
H 7.7091 15.2738 19.7458
H 10.5384 16.5403 19.6330
H 10.0281 15.3342 20.8850
H 12.2111 14.7582 18.7355
H 11.5469 13.6299 19.9791
H 11.0356 13.4088 17.0165
H 10.5049 12.2404 18.2409
H 12.2802 12.4355 17.8141
C 14.8133 16.7971 16.6645
C 16.2501 16.6157 16.4510
O 16.6813 17.4066 15.3123
C 18.0485 17.4536 15.1278
C 18.2040 18.1638 13.8014
H 14.2575 16.4606 15.7761
H 14.5113 16.1380 17.5246
H 14.5816 17.8379 16.8093
H 16.8706 16.9385 17.3181
H 16.4630 15.5429 16.2161
H 18.4827 18.0319 15.9584
H 18.4314 16.4480 15.2090
H 17.7003 19.1445 13.7673
H 17.9425 17.4861 12.9373
H 19.2504 18.4547 13.6904
C 6.9674 10.5670 11.8002
C 6.8214 11.3470 13.0785
O 7.9802 12.0742 13.4306
C 7.8463 12.7046 14.6736
C 8.6540 13.9437 14.6673
H 7.6857 9.7440 11.8547
H 5.9532 10.1002 11.4986
H 7.3562 11.2285 11.0127
H 5.9973 12.0494 12.9741
H 6.5351 10.6720 13.9621
H 6.7905 12.9772 14.8325
H 8.0188 12.0454 15.4803
H 9.6887 13.7854 14.4572
H 8.6080 14.4059 15.6667
H 8.3400 14.6400 13.9555
C 17.5089 18.3972 10.0096
C 16.3144 17.4701 10.2885
O 15.2513 17.6657 9.3249
C 14.0419 16.9362 9.6550
C 12.8327 17.5975 8.9559
H 17.4159 19.4213 10.4006
H 18.3501 17.8828 10.4634
H 17.6016 18.3985 8.9301
H 16.6600 16.4332 10.3474
H 15.8993 17.5866 11.3783
H 14.2047 15.8533 9.3900
H 13.9111 16.8893 10.7962
H 12.0238 16.9195 8.9657
H 13.0964 17.9137 7.9310
H 12.4957 18.4785 9.5298
C 11.8728 13.8017 7.0111
C 11.0532 13.7985 8.3296
O 11.8690 13.3760 9.4106
C 11.4307 13.5401 10.7470
C 10.9082 14.8922 11.1267
H 12.7536 14.4330 7.1406
H 12.2387 12.8133 6.7528
H 11.2522 14.0648 6.1301
H 10.5838 14.7859 8.4951
H 10.2365 13.0374 8.2216
H 10.6783 12.7860 11.0294
H 12.3137 13.3373 11.3215
H 11.5137 15.7809 10.7802
H 10.8605 14.9862 12.2354
H 9.9440 14.9522 10.7350

Atomic forces in eV per Å
0.55 0.50 1.30
-0.58 -0.10 0.74
-0.06 -0.51 0.76
0.50 -1.09 1.06
-0.34 0.35 -0.27
0.40 -0.09 -3.17
0.16 0.15 0.72
0.04 -0.02 0.60
-0.02 1.12 0.64
-0.04 0.02 0.05
-0.55 -0.11 -0.07
-0.16 0.15 -0.84
-0.31 -0.39 -1.24
0.57 0.22 -0.37
-0.20 0.02 0.52
-0.27 -0.38 -0.10
-0.18 0.63 -0.21
-0.83 -0.14 0.17
2.22 -0.88 0.13
0.66 -0.03 -0.53
-0.41 -0.19 0.66
0.05 0.21 -0.66
0.25 -1.07 0.09
0.04 0.57 0.28
0.45 0.61 -1.83
0.58 0.03 0.56
-0.36 -0.84 -0.40
-1.84 0.03 0.29
-0.12 1.33 1.18
-1.34 -1.46 0.75
0.26 1.71 -0.59
0.72 0.96 0.51
-0.74 -0.09 0.55
0.45 0.52 -0.34
0.72 0.15 -0.34
0.08 0.14 -0.29
-0.07 0.11 -0.09
0.03 -0.52 -0.13
0.32 -0.37 0.41
-0.16 -0.22 -0.32
-0.09 -0.17 -0.50
0.14 -0.06 -0.24
-0.35 -0.81 0.06
0.14 0.05 0.37
-0.15 -0.41 0.14
-1.07 -1.21 -0.36
0.70 0.50 0.21
0.34 -1.54 -0.94
1.36 0.44 0.41
0.82 0.63 0.23
0.05 -0.07 -1.14
-0.26 0.22 0.92
0.05 0.47 0.31
0.02 -0.02 0.01
-0.31 0.32 -0.45
0.25 0.69 0.36
-0.47 0.48 -0.50
-0.28 0.33 0.36
-0.90 -0.77 0.49
-0.96 -0.49 -0.55
-0.71 0.55 0.58
-0.61 -0.10 0.14
0.15 1.37 1.52
1.32 -0.23 0.02
0.47 0.43 -1.13
0.59 -0.43 0.35
0.42 0.80 0.96
0.15 -0.67 -0.34
-0.29 -0.31 0.13
0.11 -0.85 0.03
0.30 -0.57 -1.59
-0.32 0.10 0.35
-0.50 0.17 -0.20
-0.12 0.21 -0.23
-0.22 0.82 2.65
-0.17 -0.50 -0.58
0.06 0.39 -0.14
0.21 1.11 1.03
-0.35 -1.11 -0.42
1.09 -1.00 -1.17
-0.24 -0.53 0.06
0.47 0.58 -0.70
-0.53 0.18 -0.39
-0.31 0.19 0.05
-0.19 0.09 -0.40
-0.17 -0.69 0.76
-0.07 -0.02 0.44
0.07 0.48 -1.24
0.27 0.18 0.23
0.59 -0.13 0.56
-1.75 -1.23 -0.19
0.61 -0.31 -0.21
0.82 -0.17 1.86
0.63 0.94 -0.18
0.13 0.23 -0.39
-0.24 0.37 -0.14
0.47 -0.10 -0.05
0.46 0.75 0.22
0.43 0.12 -0.02
-0.97 -0.39 -0.04
-0.32 0.65 -1.07
-0.18 -0.39 -0.52
-0.06 -0.44 -0.07
-0.61 0.06 0.26
-1.28 -1.07 0.22
2.27 -0.10 -1.02
-2.33 -0.65 1.11
-0.32 0.98 0.19
1.21 -0.33 -0.80
0.10 0.06 0.27
0.02 0.88 -0.65
-0.29 0.40 0.40
-0.38 -0.31 -0.24
0.10 0.59 0.32
0.28 0.05 -0.13
0.63 -0.47 -0.48
-0.37 -0.72 0.08
0.02 0.90 0.91
0.23 -0.25 -0.24
-0.69 -0.72 -0.76
-0.48 -0.86 1.54
0.08 -0.70 -0.84
-1.48 0.80 -0.86
0.62 -0.05 2.04
-0.08 0.07 0.29
1.59 0.93 0.39
-0.44 -0.12 0.05
-0.28 0.23 -0.04
0.32 0.58 -1.13
-0.05 0.16 -0.20
0.85 -0.99 0.99
0.78 -0.51 -0.06
-0.03 -0.07 -0.38
-0.88 1.09 -1.15
-1.05 -0.67 0.20
-1.25 0.44 1.76
0.01 -0.34 1.23
0.72 -0.39 0.76
1.55 0.75 0.58
-0.11 -0.43 -0.17
0.41 0.32 -0.06
0.39 0.23 -0.20
-0.05 -0.21 -0.70
0.52 0.31 -1.78
-0.37 0.87 -0.18
0.05 0.40 -1.34
-0.96 -0.84 -0.32
-0.17 -0.29 0.47
0.32 -0.20 -0.31
-0.41 -0.12 0.48
-0.71 -0.95 -0.55
0.54 0.49 -0.56
0.17 -0.30 -0.02
1.49 1.15 0.87
-0.18 0.23 -0.29
0.09 -0.33 0.37
0.30 0.40 0.69
0.30 -0.30 0.05
0.24 0.67 0.03
0.04 0.05 -0.23
0.35 -0.30 0.25
-0.44 -1.11 0.14
-0.14 -0.20 -0.67
-1.78 0.69 -0.45

Calculated values
Frontier orbital gap: 10.1707 eV
Total energy: -2941.67350 Ha
Charge: 0

[2]
The molecule C17H22N4O2S2 in a non-equilibrium geometry. Source: OMol25; level of theory: ωB97M-V/def2-TZVPD.

CARTESIAN COORDINATES (ANGSTROEM)
C -2.5080 1.8378 -1.4865
C -1.5205 0.6915 -1.6819
N -1.3355 -0.1616 -0.5206
C -2.1701 -1.3328 -0.3548
C -3.6460 -1.0595 -0.0761
S -0.8871 0.5923 0.8989
O -0.0204 1.6813 0.5102
O -1.9961 0.9026 1.7534
C 0.1070 -0.6818 1.6622
C -0.3295 -1.2756 2.8298
C 0.4004 -2.3010 3.4150
C -0.0573 -2.9613 4.6779
C 1.5789 -2.7027 2.7896
C 2.0294 -2.1051 1.6294
C 1.2917 -1.0779 1.0409
N 1.6899 -0.3866 -0.0935
C 2.3678 -0.8412 -1.1731
S 2.8846 -2.3914 -1.4020
N 2.5780 0.0568 -2.1787
C 2.2116 1.4030 -2.2431
C 2.3707 2.2902 -1.1777
C 1.9550 3.5997 -1.3381
C 1.4081 3.9828 -2.5534
N 1.3020 3.1614 -3.5851
C 1.6965 1.9146 -3.4388
H -3.5148 1.4741 -1.3060
H -2.5121 2.4642 -2.3753
H -2.1979 2.4376 -0.6350
H -0.5411 1.1178 -1.9193
H -1.8261 0.0508 -2.5127
H -2.0585 -1.9475 -1.2540
H -1.7388 -1.8846 0.4850
H -3.7363 -0.3460 0.7385
H -4.1381 -1.9866 0.2076
H -4.1437 -0.6641 -0.9575
H -1.2508 -0.9171 3.2630
H -0.2042 -4.0281 4.5159
H 0.6931 -2.8452 5.4585
H -0.9909 -2.5279 5.0246
H 2.1627 -3.4981 3.2289
H 2.9489 -2.4303 1.1728
H 1.2260 0.5194 -0.1815
H 2.8875 -0.3705 -3.0423
H 2.8284 1.9718 -0.2539
H 2.0575 4.3061 -0.5308
H 1.0528 4.9899 -2.7206
H 1.5955 1.2787 -4.3099

Atomic forces in eV per Å
0.08 -0.17 -0.09
0.16 0.63 -0.20
0.39 0.44 1.03
-0.34 -0.39 0.23
0.19 -0.01 -0.06
-0.06 -0.64 -0.29
-0.01 0.09 -0.06
0.03 -0.22 0.09
-0.23 0.40 -0.40
0.01 -0.09 0.18
-0.06 0.13 -0.13
0.03 -0.02 0.00
-0.20 0.19 -0.03
0.02 0.10 -0.01
0.06 -0.37 0.32
0.24 0.63 -0.61
-0.10 -0.28 -0.04
0.20 -0.55 -0.16
0.07 0.02 -0.17
-0.13 0.68 0.11
0.09 -0.02 -0.33
-0.06 -0.10 -0.15
0.09 0.21 0.29
-0.14 0.16 -0.42
0.08 -0.36 0.27
-0.12 0.01 0.02
-0.03 0.10 -0.06
-0.06 0.17 -0.01
-0.13 -0.05 -0.17
0.09 -0.06 0.10
0.10 0.03 0.13
-0.10 -0.20 -0.16
-0.13 0.01 0.03
-0.09 -0.09 0.00
-0.10 0.04 -0.06
-0.11 -0.02 0.12
-0.05 -0.07 0.06
-0.01 -0.01 0.11
-0.07 -0.01 0.08
0.09 -0.09 0.04
0.00 0.04 0.00
0.31 -0.14 -0.08
0.01 -0.06 0.27
0.00 -0.06 0.08
-0.02 0.09 0.08
-0.01 0.12 0.09
0.01 -0.18 -0.03

Calculated values
Frontier orbital gap: 8.6798 eV
Total energy: -1826.88715 Ha
Charge: 0
Energy relative to the best compared isomer or geometry (same formula, charge and spin): 0.7273 eV

[3]
C32H47B2MnN8O6PTe as an isolated structure in a non-equilibrium geometry. Source: OMol25; level of theory: ωB97M-V/def2-TZVPD.

CARTESIAN COORDINATES (ANGSTROEM)
Mn 0.0483 0.4452 -0.2322
C 0.7670 4.1850 -1.8262
C -0.0742 3.1583 -1.4253
N 0.6469 2.1742 -0.8791
N 1.9351 2.5565 -0.9120
C 2.0364 3.7662 -1.4714
B 2.9835 1.6438 -0.2570
N 2.8692 0.2215 -0.8570
C 3.8256 -0.5909 -1.3254
C 3.2849 -1.8505 -1.4809
C 1.9620 -1.7228 -1.0702
N 1.7293 -0.4685 -0.6957
N 2.4590 1.4348 1.2067
C 3.0798 1.4413 2.3911
C 2.2176 0.9508 3.3530
C 1.0484 0.6615 2.6618
N 1.1993 0.9565 1.3661
N 4.3641 2.1751 -0.4794
C 5.5459 2.0255 0.1819
C 6.5455 2.5183 -0.6178
C 5.8850 2.9376 -1.7843
N 4.5938 2.7270 -1.6906
H 0.4956 5.1026 -2.3053
H -1.1429 3.1000 -1.5093
H 2.9881 4.2396 -1.6028
H 4.8160 -0.2329 -1.5256
H 3.7696 -2.7337 -1.8384
H 1.2109 -2.4867 -1.0245
H 4.0826 1.7958 2.4994
H 2.4120 0.8072 4.3951
H 0.1180 0.2716 3.0348
H 5.6092 1.5686 1.1495
H 7.5925 2.5769 -0.4048
H 6.2974 3.3699 -2.6734
C -1.1889 -3.5650 1.7421
C -2.4205 -2.7442 2.1194
C -2.6869 -2.8996 3.6129
O -2.0769 -1.3719 1.8228
B -2.7922 -0.9727 0.7447
O -3.6570 -1.8761 0.2829
C -3.6770 -2.9991 1.2033
C -5.0033 -2.8978 1.9591
C -3.6500 -4.2928 0.3992
H -0.3457 -3.2194 2.3373
H -0.9445 -3.4154 0.6936
H -1.3431 -4.6194 1.9362
H -1.7891 -2.6335 4.1641
H -2.9298 -3.9368 3.8268
H -3.4924 -2.2606 3.9614
H -5.0834 -1.9342 2.4570
H -5.0988 -3.6972 2.6889
H -5.8170 -2.9743 1.2420
H -2.8358 -4.2997 -0.3179
H -4.5840 -4.3712 -0.1492
H -3.5565 -5.1514 1.0574
C -0.8980 0.5403 -5.7925
C -0.5566 1.5170 -4.6760
C -1.3668 2.8027 -4.8314
C 0.9431 1.8053 -4.6754
O -0.9479 0.9706 -3.3930
P -0.6276 -0.5315 -2.9826
O 0.7243 -1.0208 -3.3088
O -0.8918 -0.4264 -1.4442
O -1.8436 -1.3659 -3.5733
C -1.7787 -2.7758 -3.8624
C -3.2329 -3.2124 -4.0402
C -1.1321 -3.5101 -2.6911
C -0.9886 -3.0088 -5.1474
H -0.8147 1.0356 -6.7554
H -1.9154 0.1759 -5.6700
H -0.2127 -0.3016 -5.7661
H -1.1408 3.2705 -5.7846
H -1.1256 3.5006 -4.0366
H -2.4293 2.5804 -4.7866
H 1.2614 2.0742 -5.6776
H 1.4779 0.9135 -4.3646
H 1.1875 2.6149 -3.9932
H -3.7930 -3.0447 -3.1238
H -3.2812 -4.2669 -4.2973
H -3.6994 -2.6358 -4.8353
H -1.6044 -3.1841 -1.7634
H -0.0727 -3.2660 -2.6620
H -1.2543 -4.5859 -2.7977
H -1.4557 -2.4729 -5.9702
H -0.9706 -4.0696 -5.3844
H 0.0330 -2.6612 -5.0173
Te -2.4883 1.1098 0.2255
C -3.0004 1.5140 2.2860
C -4.2701 1.1604 2.7248
C -4.5794 1.2335 4.0711
C -3.6238 1.6425 4.9865
C -2.3773 2.0464 4.5424
C -2.0678 1.9930 3.1935
H -5.0132 0.8247 2.0125
H -5.5693 0.9622 4.4054
H -3.8556 1.6491 6.0408
H -1.6372 2.3978 5.2452
H -1.0949 2.3206 2.8486

Atomic forces in eV per Å
1.88 1.00 1.48
-0.08 -0.10 0.23
0.11 0.23 -0.07
-0.69 -0.12 -0.40
0.36 -0.01 -0.14
-0.38 0.10 0.00
-0.47 -0.41 -0.08
0.23 0.26 -0.18
-0.21 -0.13 -0.08
-0.15 0.05 0.20
0.46 -0.13 0.07
-0.26 -0.32 -0.16
0.20 0.18 0.07
-0.26 -0.12 0.14
-0.03 -0.01 -0.10
0.17 0.06 -0.15
-0.31 -0.10 0.47
0.47 0.15 0.39
0.10 0.02 -0.03
-0.13 -0.12 0.14
0.02 -0.14 0.36
-0.30 -0.01 -0.65
-0.05 0.18 -0.06
-0.06 -0.15 -0.07
0.04 0.00 0.03
0.17 0.15 0.01
0.12 -0.17 -0.09
-0.26 0.04 -0.04
0.19 0.12 -0.03
0.04 0.05 0.21
-0.13 -0.10 -0.06
0.01 -0.07 0.13
0.20 -0.04 0.12
0.07 0.14 -0.20
-0.24 0.29 -0.02
0.15 -0.58 0.07
0.08 0.25 -0.33
0.36 0.30 0.39
0.16 -0.20 0.47
-0.37 -0.02 -0.78
-0.29 -0.41 0.40
0.28 0.11 -0.26
0.06 0.43 0.05
0.05 0.00 0.05
0.04 -0.09 -0.18
0.01 -0.21 -0.02
0.12 -0.03 0.05
-0.05 -0.11 0.10
-0.07 0.03 -0.01
-0.04 0.05 0.14
-0.04 -0.03 0.07
-0.06 -0.02 -0.03
0.12 -0.06 -0.01
-0.09 -0.09 -0.08
-0.02 -0.11 0.08
-0.11 0.04 0.21
0.19 0.59 -0.88
0.09 -0.40 0.17
-0.24 -0.13 0.23
-0.10 -0.59 0.35
0.27 0.19 -1.02
-0.58 0.05 -0.34
-0.83 -0.78 -0.31
0.40 0.88 0.40
-0.17 -1.09 -0.24
0.27 0.27 0.09
-0.09 0.20 -0.08
-0.09 0.19 0.25
0.07 0.04 -0.09
-0.09 -0.01 -0.09
0.06 -0.15 -0.10
0.04 0.05 -0.11
0.05 0.14 0.11
-0.16 -0.01 -0.05
0.05 0.11 -0.13
0.14 -0.09 -0.05
0.02 0.11 0.05
-0.07 0.01 0.14
0.03 -0.10 -0.03
-0.04 0.03 -0.09
-0.03 -0.05 0.08
0.09 -0.12 0.06
0.00 -0.05 -0.02
-0.01 0.01 -0.11
-0.04 -0.10 -0.01
0.09 0.02 -0.07
-0.68 0.66 0.64
0.19 0.05 -0.27
0.05 -0.02 -0.37
-0.08 -0.07 0.07
-0.04 0.00 0.04
0.04 0.02 0.05
0.20 0.06 -0.33
-0.09 -0.04 0.01
-0.09 -0.05 0.03
-0.03 0.08 0.07
0.07 0.05 0.07
0.00 -0.01 0.05

Calculated values
2S+1: 3
Frontier orbital gap (alpha / beta): 8.1835 / 8.4617 eV
Total energy: -3947.30459 Ha
Charge: +1

[4]
The molecule CH2N2O4S in a non-equilibrium geometry. Source: OMol25; level of theory: ωB97M-V/def2-TZVPD.

CARTESIAN COORDINATES (ANGSTROEM)
N 2.4370 -0.2283 -3.4766
C 2.5258 -0.1189 -2.3469
O 2.4105 0.1235 -1.1031
S 1.4330 -0.7543 0.2170
O 2.0317 -2.0434 0.1136
O 1.6128 0.0906 1.3287
N -0.1876 -0.6981 -0.1459
O -0.4621 0.6265 0.2095
H -0.3898 -0.8208 -1.1287
H -0.7076 0.6477 1.1841

Atomic forces in eV per Å
0.35 -0.43 -2.21
-1.34 -0.08 1.83
-0.48 0.41 2.26
3.01 -1.34 -1.44
-1.18 0.46 0.00
0.44 0.00 0.06
1.00 0.60 0.94
-2.08 0.89 0.57
-0.11 -0.03 -0.36
0.40 -0.47 -1.66

Calculated values
Frontier orbital gap: 10.5341 eV
Total energy: -847.81634 Ha
Charge: 0
Energy relative to the best compared isomer or geometry (same formula, charge and spin): 1.9758 eV